#A
Here is one molecule with the formula C5H6N2O from the Open Molecules 2025 dataset. Energies are from the ωB97M-V functional and the def2-TZVPD basis.

Calculated values
Gap between HOMO and LUMO = 11.2243 eV
Structure (SMILES) = C[C@H]1Cc2nonc21

Each line ends with the Löwdin charge.
Atoms and positions in Å:
O 2.8982 -0.6896 0.1865  -0.059
N 1.8974 -1.2829 -0.4255  0.070
N 2.4735 0.7660 0.3559  0.211
C -0.0079 1.3418 -0.0932  -0.079
C -0.7819 -0.0011 -0.5845  -0.089
C 0.8823 -0.5157 -0.5247  -0.181
C 1.2721 0.6852 -0.1010  -0.409
C -1.5356 -0.9187 0.4831  -0.083
H -1.7457 -1.9621 0.1259  0.086
H -0.3855 1.9393 0.8614  0.166
H -2.5106 -0.4485 0.6617  0.058
H -1.2142 0.0104 -1.6161  0.129
H -0.0243 2.0651 -0.8742  0.096
H -1.2178 -0.9892 1.5446  0.084

***

#B
Here is one molecule with the formula C5H6N2O from the Open Molecules 2025 dataset. Energies are from the ωB97M-V functional and the def2-TZVPD basis.

Calculated values
Gap between HOMO and LUMO = 10.3892 eV
Structure (SMILES) = C[C@H]1Cc2nonc21

Each line ends with the Löwdin charge.
Atoms and positions in Å:
O -3.1245 -0.5783 -0.0301  -0.128
N -1.8444 -1.4201 0.0889  0.180
N -2.7348 0.7820 -0.3317  0.135
C 1.9331 -0.6528 -0.3214  -0.002
C 0.4411 -0.2125 0.2726  -0.263
C 0.0924 1.2778 0.0790  -0.063
C -0.9097 -0.6088 0.0380  -0.357
C -1.3431 0.7657 -0.1116  -0.129
H 2.0781 -1.5467 0.2202  0.025
H 1.5427 -1.2185 -1.4167  0.159
H 2.6482 0.1353 -0.3108  0.049
H 0.3583 -0.1964 1.5327  0.208
H 0.5724 1.5541 -0.7057  0.037
H 0.2901 1.9192 0.9967  0.148

***

The data favor #A; the next most stable structure lies 1.697 eV above it.

***

#A
Here is one molecule with the formula C5H6N2O from the Open Molecules 2025 dataset. Energies are from the ωB97M-V functional and the def2-TZVPD basis.

Calculated values
Gap between HOMO and LUMO = 9.5713 eV
Structure (SMILES) = c1nc(N2CC2)co1

Each line ends with the Löwdin charge.
Atoms and positions in Å:
O -2.2356 -0.7560 1.1517  0.011
N 0.7499 0.5963 -0.0386  -0.017
N -0.5539 0.5055 1.7956  0.154
C 1.1529 0.6777 -1.6225  -0.040
C 1.7402 -0.3282 -0.6675  -0.144
C -0.3394 0.0734 0.4360  -0.354
C -1.7304 0.1018 2.0420  -0.227
C -1.4643 -0.6873 0.0555  -0.032
H -2.0286 0.4915 2.9740  0.122
H 2.8695 0.1646 -0.4590  0.163
H -1.8032 -1.5154 -0.4952  0.109
H 0.3437 0.4434 -2.2010  0.058
H 1.6394 -1.3512 -1.0662  0.110
H 1.6598 1.5838 -1.9049  0.087

***

#B
Here is one molecule with the formula C5H6N2O from the Open Molecules 2025 dataset. Energies are from the ωB97M-V functional and the def2-TZVPD basis.

Calculated values
Gap between HOMO and LUMO = 9.2048 eV
Structure (SMILES) = C1=CC2=NCCN2O1

Each line ends with the Löwdin charge.
Atoms and positions in Å:
O -0.5057 1.5704 1.0423  0.043
N 0.9704 -1.2791 -0.5259  0.083
N -0.5907 0.3132 0.2477  -0.041
C -1.0787 0.0726 -0.9946  -0.207
C 0.7192 1.4160 1.6260  -0.108
C -0.4443 -1.3747 -1.2058  -0.178
C 0.6457 -0.2165 0.2702  -0.397
C 1.5184 0.5554 1.0901  0.027
H -1.1291 -2.1041 -0.3242  0.177
H -0.5460 0.5137 -1.9429  0.153
H -2.2703 -0.0513 -1.0491  0.162
H 2.3977 0.2098 1.4498  0.092
H -0.4297 -1.5929 -2.2276  0.060
H 0.7429 1.9676 2.5441  0.134

***

#C
Here is C5H6N2O as an isolated structure from the Open Molecules 2025 dataset. Energies are from the ωB97M-V functional and the def2-TZVPD basis.

Calculated values
Gap between HOMO and LUMO = 8.8096 eV

Each line ends with the Löwdin charge.
Atoms and positions in Å:
O -0.8574 2.1468 -0.5597  0.097
N -1.1341 -1.2679 -0.3030  0.127
N -2.5107 0.4786 0.3829  0.131
C -1.1273 1.0740 0.0264  -0.247
C 1.0943 -0.7066 -0.4957  -0.164
C -0.2480 -0.2286 -0.0864  -0.239
C -2.3661 -0.7088 0.1321  -0.262
C 1.8481 0.3907 0.5543  -0.110
H 0.9324 1.3565 0.2384  0.134
H 1.6609 -0.2515 -1.5729  0.193
H 2.9740 0.5110 0.3127  0.066
H -3.2366 -1.3046 0.0474  0.106
H 1.8163 0.3139 1.7148  0.073
H 1.1541 -1.8034 -0.3914  0.094

***

#D
Here is one molecule with the formula C5H6N2O from the Open Molecules 2025 dataset. Energies are from the ωB97M-V functional and the def2-TZVPD basis.

Calculated values
Gap between HOMO and LUMO = 8.6321 eV
Structure (SMILES) = C/C(N)=C/C(=O)C#N

Each line ends with the Löwdin charge.
Atoms and positions in Å:
O -2.6782 -1.7757 -0.0965  0.013
N -2.8829 1.7531 -0.0298  0.142
N 0.5276 1.2965 -0.2340  0.092
C 1.9247 -0.5206 0.0778  -0.077
C 0.5999 -0.0764 -0.0980  -0.441
C -0.5123 -0.8694 -0.0127  -0.029
C -1.9372 -0.7305 -0.1113  -0.337
C -2.6136 0.6389 0.1497  -0.101
H 2.6369 0.2333 -0.5169  0.123
H 2.0740 -1.6644 -0.3565  0.157
H 1.3153 1.9969 -0.0228  0.140
H -0.3164 1.8601 0.0730  0.104
H 2.1681 -0.2665 1.1858  0.129
H -0.3060 -1.8752 -0.0080  0.085

***

The data favor #D; the next most stable structure lies 2.149 eV above it.

***

#A
Here is one molecule with the formula C5H6N2O from the Open Molecules 2025 dataset. Energies are from the ωB97M-V functional and the def2-TZVPD basis.

Calculated values
Gap between HOMO and LUMO = 8.8527 eV
Structure (SMILES) = CC1=NN=C[C@H]2O[C@H]12

Each line ends with the Löwdin charge.
Atoms and positions in Å:
O -1.7341 -1.5451 -0.1865  0.016
N -0.7758 1.7300 -0.1852  0.012
N 0.5441 1.3923 -0.2590  0.066
C 0.8199 0.0583 -0.1209  -0.207
C -0.5348 -0.7688 -0.6034  -0.135
C 2.1276 -0.5021 0.2001  -0.014
C -1.3893 -0.2496 0.4295  -0.396
C -1.8037 0.9359 0.1242  -0.143
H -1.0937 -0.2537 -1.4763  0.171
H 2.3518 -1.2488 0.8957  0.071
H 2.8648 0.2124 0.2499  0.046
H -0.9430 -0.5308 1.4654  0.208
H 2.2767 -0.7199 -0.9887  0.168
H -2.7104 1.4899 0.4552  0.138

***

#B
Here is C5H6N2O as an isolated structure from the Open Molecules 2025 dataset. Energies are from the ωB97M-V functional and the def2-TZVPD basis.

Calculated values
Gap between HOMO and LUMO = 7.3217 eV

Each line ends with the Löwdin charge.
Atoms and positions in Å:
O 0.3816 -2.2220 0.1307  -0.107
N -0.1844 1.2946 -0.7811  0.081
N -0.0499 0.3214 0.1203  -0.164
C 0.5079 0.8004 -1.8346  -0.197
C -1.5253 1.0473 1.9472  -0.020
C 0.5975 -0.8175 -0.3040  -0.351
C 0.9550 -0.4988 -1.6482  -0.093
C -0.5914 0.2258 1.4267  -0.168
H 1.9175 -2.3856 -0.1860  0.369
H -0.0997 -0.7502 2.1041  0.198
H -2.4025 1.9629 1.5183  0.169
H 1.6516 -0.9883 -2.4508  0.130
H 0.5313 1.2653 -2.9797  0.158
H -1.6892 0.7446 2.9371  -0.003

***

#C
Here is C5H6N2O as an isolated structure from the Open Molecules 2025 dataset. Energies are from the ωB97M-V functional and the def2-TZVPD basis.

Calculated values
Gap between HOMO and LUMO = 7.6909 eV

Each line ends with the Löwdin charge.
Atoms and positions in Å:
O -1.6973 -0.7974 1.2423  0.013
N -0.2781 0.1637 -0.2345  -0.147
N -0.9740 1.1630 -2.2933  -0.015
C 1.8775 -0.6216 0.2513  -0.109
C -0.4433 -0.7959 0.7912  -0.403
C 0.8508 -1.3671 1.0369  -0.066
C -1.2117 1.2049 -0.7134  -0.142
C 1.1926 0.4206 -0.5461  -0.052
H 1.3876 1.0770 -1.5187  0.120
H 2.9900 -0.7888 0.3398  0.095
H 1.4067 -2.2571 1.5630  0.122
H -1.4425 2.4056 -2.2577  0.112
H -2.0071 1.9257 0.5065  0.246
H -1.6514 -1.7325 1.8327  0.227

***

#D
Here is one molecule with the formula C5H6N2O from the Open Molecules 2025 dataset. Energies are from the ωB97M-V functional and the def2-TZVPD basis.

Calculated values
Gap between HOMO and LUMO = 9.6576 eV
Structure (SMILES) = C#C/C(=N\C)NC=O

Each line ends with the Löwdin charge.
Atoms and positions in Å:
O 0.4147 -0.8136 2.1457  0.019
N -0.3967 1.0883 1.1458  0.089
N -0.7295 0.8616 -1.2409  -0.027
C -0.3347 0.4114 -0.1268  -0.371
C 0.1366 0.3770 2.2567  -0.271
C -0.4125 0.3445 -2.4709  -0.233
C 0.5990 -0.6998 -0.3371  -0.103
C 0.8344 -1.7170 -1.0165  0.106
H -1.1818 1.7544 0.7956  0.187
H -0.4081 1.0940 -3.4757  0.109
H -1.2403 -0.6002 -2.8306  0.154
H 0.4609 0.9671 3.1400  0.135
H 0.8048 -0.0272 -2.3291  0.114
H 1.1933 -2.6245 -1.6317  0.093

***

The data favor #D; the next most stable structure lies 2.041 eV above it.

***

#A
Here is one molecule with the formula C3H5FO3 from the Open Molecules 2025 dataset. Energies are from the ωB97M-V functional and the def2-TZVPD basis.

Calculated values
Gap between HOMO and LUMO = 10.6548 eV
Structure (SMILES) = OC1(O)OC[C@H]1F

Each line ends with the Löwdin charge.
Atoms and positions in Å:
F 1.1739 1.6263 -0.0483  0.020
O -1.3467 0.8679 -1.0073  0.177
O -1.7376 -0.1832 0.9048  0.115
O -0.0466 -1.1679 -0.6252  -0.108
C 0.5938 0.5693 0.5414  -0.226
C -0.8819 0.1617 -0.0454  -0.545
C 1.1882 -0.6939 0.0084  -0.143
H 1.5968 -1.5109 0.5644  0.105
H -2.4852 -0.7816 0.6063  0.171
H 1.9406 -0.5030 -0.8077  0.132
H 0.7609 0.8198 1.6446  0.174
H -0.7560 0.7955 -1.7360  0.127

***

#B
Here is one molecule with the formula C3H5FO3 from the Open Molecules 2025 dataset. Energies are from the ωB97M-V functional and the def2-TZVPD basis.

Calculated values
Gap between HOMO and LUMO = 10.5800 eV
Structure (SMILES) = C[C@H](F)C(=O)OO

Each line ends with the Löwdin charge.
Atoms and positions in Å:
F -2.0594 0.3985 0.7235  0.034
O 0.9513 0.5744 -0.9927  -0.013
O 1.6314 0.6061 -2.2893  -0.001
O -1.1145 0.7051 -1.9507  0.159
C -0.7448 0.3968 0.6784  -0.240
C -0.2510 -0.9678 1.3183  -0.006
C -0.3679 0.5883 -1.0423  -0.403
H 0.8223 -1.0878 1.2376  0.073
H -0.2556 -0.6827 2.3211  0.048
H -0.3819 1.2778 1.1612  0.127
H 2.5102 0.0877 -2.3244  0.148
H -0.7402 -1.8963 1.1593  0.074

***

The data favor #A; the next most stable structure lies 2.096 eV above it.

***

#A
Here is one molecule with the formula C6H10N2 from the Open Molecules 2025 dataset. Energies are from the ωB97M-V functional and the def2-TZVPD basis.

Calculated values
Gap between HOMO and LUMO = 9.3659 eV
Structure (SMILES) = C=C=NN1[C@@H](C)[C@@H]1C

Each line ends with the Löwdin charge.
Atoms and positions in Å:
N -0.1282 -0.8095 -0.6085  -0.058
N -1.3537 -1.0880 -0.0371  0.087
C 2.1492 -1.5485 0.0891  -0.049
C 0.5404 0.4420 -0.5265  -0.279
C -2.4826 -0.6217 0.1222  -0.195
C -0.0622 1.6633 0.1155  -0.025
C -3.7069 -0.2035 0.1782  -0.037
C 0.9144 -0.7015 0.3531  -0.324
H 1.9688 -2.5964 0.4404  0.086
H 2.2198 -1.4717 -1.0208  0.083
H 3.0253 -1.1239 0.5954  0.072
H 1.1613 0.5265 -1.5083  0.168
H 0.5451 1.9857 0.9313  0.078
H -4.4863 -0.8410 -0.3655  0.078
H -4.1800 0.5330 0.8174  0.040
H 0.6454 -0.5032 1.4266  0.162
H -0.3262 2.3154 -0.6328  0.053
H -0.9344 1.3257 0.6416  0.060

***

#B
Here is C6H10N2 as an isolated structure from the Open Molecules 2025 dataset. Energies are from the ωB97M-V functional and the def2-TZVPD basis.

Calculated values
Gap between HOMO and LUMO = 8.7344 eV

Each line ends with the Löwdin charge.
Atoms and positions in Å:
N 1.0147 -0.4419 0.2775  -0.204
N -1.0440 -0.6797 -0.3430  -0.104
C -3.0331 0.7598 0.1582  -0.126
C 3.1613 0.2391 -0.6080  -0.070
C -2.4593 -0.6251 -0.1000  -0.298
C 0.0875 -1.1075 0.9939  0.166
C -0.1562 0.3364 -0.2335  -0.053
C 2.3925 -0.1721 0.6892  -0.222
H 2.7912 1.2888 -0.6603  0.083
H -2.4043 1.4375 -0.3595  0.033
H 4.1884 0.2675 -0.5025  0.033
H 2.6259 -1.1778 1.0945  0.112
H -2.9228 -0.9199 -1.1211  0.139
H 2.4917 0.5513 1.5740  0.140
H -3.1617 0.9968 1.2240  0.074
H -2.5948 -1.1640 0.8873  0.125
H -4.0869 0.7826 -0.2375  0.084
H 2.8597 -0.3704 -1.4843  0.089

***

The data favor #A; the next most stable structure lies 2.261 eV above it.